C5H9NO4 | ωB97M-V/def2-TZVPD

Geometry (Å):
C: -1.505876 -0.509334 -1.535229
C: -2.725977 0.699070 0.400075
C: -1.615250 0.718923 -0.731665
O: -2.709739 1.830479 1.104761
O: -3.662207 -0.049389 0.340163
O: -0.887691 1.696715 -0.752173
H: -1.972180 2.392305 0.785343
H: -2.473445 -0.993376 -1.629878
H: -1.060769 -0.313038 -2.508831
H: -0.853171 -1.192267 -0.968591
C: 2.859711 -1.294093 0.817135
C: 1.539692 -0.599527 0.573388
N: 1.653830 0.720219 0.359304
O: 0.468525 -1.199595 0.631513
H: 2.534207 1.202407 0.392709
H: 0.850047 1.267244 0.075155
H: 3.557985 -1.085438 0.009243
H: 3.293434 -0.924536 1.745673
H: 2.708873 -2.366769 0.891908

Atomic forces in eV per Å
C 0.0015 -0.1665 -0.5089
C -0.6984 1.1643 -2.1000
C 0.3748 -0.2102 1.5445
O 0.1351 -0.0946 0.5182
O 0.6439 -0.1684 0.7420
O -0.5008 -0.3755 -0.3611
H -0.1136 -0.4705 0.0629
H -0.0662 0.0338 -0.0368
H 0.0338 0.0280 0.0247
H -0.1522 0.2549 -0.0643
C -0.0240 -0.1274 -0.0330
C -0.0153 -0.8197 0.5848
N -0.3627 0.8493 -0.2976
O 0.5006 0.5195 -0.1954
H 0.0822 -0.2571 -0.0520
H 0.1005 -0.1972 0.1304
H 0.0729 0.0254 -0.0448
H 0.0473 -0.0189 0.0521
H -0.0593 0.0308 0.0343

Results
- energy relative to the best compared isomer or geometry (same formula, charge and spin) (kcal per mole) = 13.4
- SMILES string = CC(=O)C(=O)O.CC(N)=O
- total charge = 0
- LUMO level (eV) = -0.094
- Kohn-Sham gap (eV) = 9.985